# 1
Density functional theory data (ωB97M-V/def2-TZVPD) for a 5-piece molecular cluster, C42H39F4NO2S overall at a distorted geometry.

SMILES = CC(=O)OCCCCc1ccc2c(c1)Nc1ccccc1S2.Fc1ccccc1.Fc1ccccc1.Fc1ccccc1.Fc1ccccc1
charge = 0
M = 697.84 Da
strongest force on any atom = 2.217 eV/Å
HOMO-LUMO gap = 8.90 eV
DFT total energy = -2626.7291 Eh

Structure (XYZ):
```
89
Properties=species:S:1:pos:R:3:lowdin_charge:R:1
C -4.173 1.441 -2.034 0.02
C -3.678 2.760 -2.617 -0.49
O -4.154 3.808 -2.242 0.11
O -2.708 2.759 -3.601 -0.05
C -1.445 3.239 -3.110 -0.17
C -0.757 2.213 -2.184 -0.16
C -0.772 0.780 -2.789 -0.19
C 0.640 0.138 -2.821 -0.13
C 1.165 -0.234 -1.436 -0.22
C 2.523 -0.386 -1.230 -0.05
C 3.074 -0.691 0.071 -0.05
C 2.142 -0.862 1.122 -0.47
C 0.771 -0.740 0.902 -0.28
C 0.269 -0.423 -0.376 0.04
N -0.156 -0.937 1.993 0.06
C 0.170 -0.106 3.119 -0.30
C -0.774 0.733 3.688 -0.03
C -0.412 1.510 4.777 -0.09
C 0.854 1.491 5.338 -0.07
C 1.803 0.646 4.758 -0.09
C 1.456 -0.130 3.667 -0.45
S 2.619 -1.214 2.818 1.00
H -5.190 1.601 -1.659 0.08
H -4.247 0.679 -2.826 0.09
H -3.521 1.054 -1.242 0.08
H -1.622 4.198 -2.603 0.13
H -0.788 3.400 -3.976 0.13
H 0.249 2.567 -1.912 0.11
H -1.333 2.223 -1.239 0.11
H -1.067 0.887 -3.844 0.11
H -1.497 0.162 -2.250 0.09
H 0.696 -0.674 -3.558 0.12
H 1.309 0.937 -3.191 0.12
H 3.194 -0.247 -2.079 0.09
H 4.145 -0.785 0.244 0.11
H -0.811 -0.355 -0.462 0.11
H 0.026 -1.889 2.333 0.11
H -1.762 0.732 3.226 0.11
H -1.157 2.187 5.202 0.11
H 1.151 2.110 6.182 0.11
H 2.832 0.577 5.114 0.11
F 4.461 -0.530 -3.600 0.03
C 5.131 -1.652 -3.944 -0.28
C 6.110 -1.580 -4.914 -0.02
C 6.799 -2.733 -5.261 -0.08
C 6.495 -3.939 -4.643 -0.10
C 5.504 -3.992 -3.672 -0.08
C 4.819 -2.840 -3.314 -0.01
H 6.326 -0.633 -5.390 0.12
H 7.574 -2.691 -6.015 0.11
H 7.031 -4.837 -4.918 0.10
H 5.263 -4.932 -3.192 0.11
H 4.048 -2.858 -2.553 0.11
F -1.293 -3.599 -0.397 0.06
C -1.212 -4.655 0.423 -0.30
C -2.271 -5.538 0.512 -0.02
C -2.172 -6.624 1.369 -0.08
C -1.024 -6.805 2.133 -0.10
C 0.026 -5.902 2.033 -0.08
C -0.067 -4.823 1.165 -0.02
H -3.160 -5.372 -0.084 0.12
H -2.990 -7.328 1.445 0.10
H -0.950 -7.649 2.806 0.10
H 0.919 -6.038 2.630 0.11
H 0.744 -4.111 1.062 0.11
F 0.284 4.851 2.726 0.06
C 1.122 4.383 1.780 -0.28
C 1.958 5.265 1.127 -0.02
C 2.823 4.777 0.159 -0.09
C 2.831 3.423 -0.149 -0.09
C 1.982 2.541 0.513 -0.06
C 1.125 3.032 1.492 0.01
H 1.929 6.318 1.375 0.12
H 3.490 5.455 -0.358 0.10
H 3.503 3.050 -0.912 0.10
H 2.004 1.491 0.273 0.06
H 0.460 2.370 2.033 0.10
F -3.943 1.704 4.268 0.05
C -4.835 1.667 3.259 -0.29
C -5.552 0.507 3.035 -0.02
C -6.472 0.473 1.996 -0.08
C -6.654 1.590 1.192 -0.11
C -5.921 2.746 1.428 -0.08
C -5.008 2.788 2.472 -0.01
H -5.389 -0.355 3.668 0.12
H -7.045 -0.426 1.815 0.10
H -7.370 1.559 0.379 0.10
H -6.060 3.615 0.798 0.11
H -4.433 3.682 2.677 0.12
```

=====

# 2
Density functional theory data (ωB97M-V/def2-TZVPD) for a 2-piece molecular cluster, C3H5BrO2 overall at a distorted geometry.

energy relative to the best compared isomer or geometry (same formula, charge and spin) = 260.17 kJ/mol
charge = 0
M = 152.98 Da
spin multiplicity = 3
⟨S²⟩ = 2.3027
strongest force on any atom = 7.374 eV/Å
HOMO-LUMO gap (alpha / beta) = 7.05 / 5.39 eV
DFT total energy = -2841.5081 Eh

Structure (XYZ):
```
11
Properties=species:S:1:pos:R:3:mulliken_spin:R:1
C -0.182 2.636 1.777 0.74
C -0.352 -2.139 -0.919 0.48
C 0.245 0.089 -1.211 -0.45
O -0.602 3.684 2.160 0.98
O 0.457 -1.143 -0.940 -0.01
Br -1.421 0.703 -1.889 -0.02
H -0.835 1.770 1.581 0.14
H 0.048 -3.073 -0.580 0.00
H 0.888 2.456 1.584 0.13
H -1.379 -2.048 -1.239 0.00
H 1.093 0.735 -1.333 -0.01
```

=====

# 3
Density functional theory data (ωB97M-V/def2-TZVPD) for a 3-piece molecular cluster, C21H47BClN3O5S overall at a distorted geometry.

energy relative to the best compared isomer or geometry (same formula, charge and spin) = 0.00 kJ/mol
SMILES = COB(O)[C@@H]1C[C@H](CCCCS(=O)(=O)Cl)C(=O)N1.CCN(CC)CC.CCN(CC)CC
charge = 0
M = 499.95 Da
strongest force on any atom = 1.154 eV/Å
HOMO-LUMO gap = 8.01 eV
DFT total energy = -2252.1125 Eh

Structure (XYZ):
```
79
Properties=species:S:1:pos:R:3:lowdin_charge:R:1
C 4.614 2.855 0.517 -0.05
O 4.064 2.352 1.735 0.07
B 3.753 1.038 1.825 -0.60
O 3.086 0.631 2.978 0.17
C 3.983 -0.014 0.660 -0.16
C 2.756 -0.076 -0.319 -0.07
C 2.144 -1.462 -0.128 -0.21
C 0.637 -1.609 -0.042 -0.15
C -0.049 -0.479 0.719 -0.19
C -1.490 -0.829 1.139 -0.22
C -2.551 -0.070 0.349 -0.27
S -2.761 1.638 0.819 0.33
O -4.012 2.088 0.295 -0.34
O -1.582 2.383 0.495 -0.34
Cl -2.904 1.594 2.849 0.43
C 2.854 -2.023 1.107 -0.44
O 2.423 -2.852 1.890 0.07
N 4.093 -1.412 1.133 0.11
H 4.529 3.937 0.543 0.09
H 4.076 2.501 -0.356 0.09
H 5.670 2.609 0.457 0.10
H 3.661 0.175 3.587 0.10
H 4.886 0.177 0.083 0.13
H 3.135 0.062 -1.327 0.12
H 2.056 0.738 -0.152 0.11
H 2.521 -2.087 -0.940 0.15
H 0.213 -1.663 -1.046 0.12
H 0.398 -2.553 0.444 0.11
H -0.081 0.414 0.099 0.09
H 0.512 -0.207 1.612 0.13
H -1.624 -0.620 2.196 0.07
H -1.677 -1.893 1.017 0.12
H -3.539 -0.516 0.410 0.11
H -2.278 0.007 -0.702 0.12
H 4.567 -1.540 2.016 0.14
C -6.516 8.749 -0.458 -0.09
C -5.404 7.723 -0.294 -0.28
N -5.834 6.367 -0.568 -0.20
C -4.883 5.356 -0.132 -0.25
C -3.506 5.325 -0.805 -0.08
C -6.441 6.152 -1.867 -0.25
C -5.622 6.511 -3.116 -0.08
H -7.385 8.477 0.142 0.08
H -6.166 9.728 -0.128 0.07
H -6.832 8.851 -1.497 0.06
H -5.059 7.755 0.742 0.12
H -4.545 8.031 -0.914 0.10
H -5.351 4.375 -0.234 0.10
H -4.732 5.493 0.943 0.11
H -3.550 4.918 -1.814 0.06
H -2.840 4.682 -0.230 0.05
H -3.046 6.314 -0.850 0.07
H -7.376 6.718 -1.902 0.10
H -6.745 5.104 -1.926 0.11
H -5.139 7.484 -3.022 0.06
H -6.282 6.557 -3.985 0.07
H -4.855 5.769 -3.332 0.05
C 3.122 -9.238 -0.531 -0.09
C 3.926 -7.952 -0.418 -0.28
N 3.180 -6.778 -0.827 -0.20
C 4.008 -5.600 -1.005 -0.25
C 4.715 -5.023 0.227 -0.08
C 1.916 -6.564 -0.143 -0.24
C 1.935 -6.434 1.386 -0.08
H 2.715 -9.354 -1.537 0.08
H 3.766 -10.094 -0.324 0.07
H 2.298 -9.272 0.181 0.06
H 4.796 -8.032 -1.075 0.12
H 4.319 -7.870 0.608 0.10
H 3.389 -4.818 -1.457 0.10
H 4.766 -5.842 -1.757 0.11
H 4.017 -4.518 0.892 0.03
H 5.454 -4.283 -0.088 0.07
H 5.243 -5.788 0.797 0.07
H 1.247 -7.387 -0.410 0.10
H 1.450 -5.673 -0.572 0.11
H 2.552 -7.203 1.853 0.07
H 0.921 -6.552 1.774 0.07
H 2.292 -5.459 1.714 0.04
```

=====

# 4
Density functional theory data (ωB97M-V/def2-TZVPD) for C16H31FeNOP2 as an isolated structure at a distorted geometry.

energy relative to the best compared isomer or geometry (same formula, charge and spin) = 771.30 kJ/mol
charge = 0
M = 371.22 Da
spin multiplicity = 5
⟨S²⟩ = 6.0463
strongest force on any atom = 2.782 eV/Å
HOMO-LUMO gap (alpha / beta) = 3.68 / 6.76 eV
DFT total energy = -2704.2370 Eh

Structure (XYZ):
```
52
Properties=species:S:1:pos:R:3:mulliken_spin:R:1
P -0.505 1.557 2.126 0.05
P 2.981 -0.044 -0.172 0.42
C -0.101 0.278 0.249 -0.17
C 1.208 -0.564 -0.035 0.21
H -0.491 0.863 -0.589 0.18
H -0.853 -0.435 0.592 0.02
H 1.163 -1.510 0.534 0.10
H 1.174 -0.852 -1.092 0.04
C 3.306 0.870 -1.666 0.21
H 4.383 1.073 -1.772 0.01
H 2.758 1.826 -1.666 -0.01
H 2.967 0.256 -2.511 -0.03
C 4.028 -1.438 0.160 -0.01
H 3.949 -2.133 -0.689 0.02
H 3.714 -1.967 1.072 0.00
H 5.085 -1.152 0.267 0.01
C -1.659 2.863 1.647 0.08
H -1.597 3.688 2.373 0.02
H -2.690 2.481 1.589 0.00
H -1.359 3.233 0.656 -0.01
C -1.248 0.421 3.312 -0.02
H -0.620 -0.482 3.367 0.02
H -2.266 0.134 2.997 0.00
H -1.277 0.901 4.304 0.02
Fe 1.359 1.138 1.006 2.42
C -0.655 -2.120 -1.624 0.01
C -0.462 -1.074 -2.453 -0.03
C -1.570 -0.448 -3.229 0.01
C -2.881 -0.190 -2.432 0.00
C -2.735 0.092 -0.969 -0.01
C -2.797 -0.856 -0.012 0.04
C -2.886 -2.322 -0.310 0.06
C -1.949 -2.839 -1.444 -0.03
C 0.995 2.321 2.900 -0.11
H 0.178 -2.617 -1.103 0.04
H 0.535 -0.772 -2.819 -0.01
H -1.797 -1.109 -4.088 0.00
H -1.225 0.508 -3.655 0.01
H -3.350 0.704 -2.877 0.00
H -3.565 -1.040 -2.579 0.00
H -2.632 1.153 -0.705 0.03
H -2.916 -0.591 1.049 -0.04
H -3.930 -2.565 -0.579 0.00
H -2.654 -2.897 0.603 0.00
H -1.694 -3.885 -1.194 -0.01
H -2.493 -2.859 -2.400 0.01
H 1.561 1.731 3.635 0.00
H 0.440 3.094 3.439 -0.01
H 1.686 2.829 2.212 0.11
O 5.582 1.889 1.810 0.08
C 4.474 1.580 1.527 0.27
N 3.333 1.279 1.239 0.00
```

=====

Q: Among the records above, which one has the highest M?
A: C42H39F4NO2S